[1]
Molecular formula: C5H9I
Method: DFT, ωB97M-V/def2-TZVPD

Computed properties:
HOMO level ... -0.335 hartree
E_tot ... -493.412733 hartree
M ... 196.031 g/mol
LUMO level ... -1.41 eV
HOMO-LUMO gap ... 0.284 Eh

```
! wB97M-V def2-TZVPD RIJCOSX def2/J DEFGRID3
* xyz 0 1
C 0.3905 -0.8880 0.9862
C -2.9895 1.0821 1.0806
C 0.7751 -0.2444 -0.0950
C 2.0606 -0.6197 -0.7984
C 0.0006 0.8947 -0.6342
I -4.3719 0.1338 -0.1240
H 0.9947 -1.6763 1.4094
H -0.5414 -0.6784 1.5825
H -2.8232 0.2701 1.8622
H 2.5985 -1.2018 -0.1398
H 2.7710 0.2691 -0.9947
H 1.8742 -1.0365 -1.8097
H -0.2347 1.8238 -0.0313
H -1.0325 0.5513 -0.7643
H 0.5279 1.3203 -1.5294
*
```

Charge distribution, natural (NBO) scheme, values in e: atom 1 (C): -0.4118, atom 2 (C): -0.3013, atom 3 (C): 0.0127, atom 4 (C): -0.6318, atom 5 (C): -0.6694, atom 6 (I): 0.2038, atom 7 (H): 0.1909, atom 8 (H): 0.1866, atom 9 (H): 0.0937, atom 10 (H): 0.2143, atom 11 (H): 0.2085, atom 12 (H): 0.2200, atom 13 (H): 0.2421, atom 14 (H): 0.2254, atom 15 (H): 0.2163


[2]
Molecular formula: C5H9IN
Method: DFT, ωB97M-V/def2-TZVPD

Computed properties:
HOMO level (alpha / beta) ... -0.465 / -0.465 hartree
E_tot ... -547.932820 hartree
M ... 210.038 g/mol
LUMO level (alpha / beta) ... -5.62 / -5.62 eV
HOMO-LUMO gap (alpha / beta) ... 0.258 / 0.259 Eh

```
! wB97M-V def2-TZVPD RIJCOSX def2/J DEFGRID3
* xyz 1 1
C -3.2656 0.9419 -1.2520
C -1.6406 -0.5755 -0.3174
C 0.5707 0.6375 -0.0518
C 1.3406 -0.2242 -0.9240
C 0.5749 0.4011 1.3528
N -2.6534 -0.0536 -0.9718
I -0.1006 2.5140 -0.7222
H -4.2471 1.2482 -1.6388
H -1.0406 -1.3983 -0.6188
H -1.9248 -0.6019 0.6998
H 1.8213 -1.1734 -0.5400
H 2.1924 0.3508 -1.2235
H 0.7291 -0.4483 -1.7986
H 0.1437 1.1659 1.9094
H 1.6586 0.2269 1.7245
H 0.0658 -0.5271 1.6042
*
```

Charge distribution, natural (NBO) scheme, values in e: atom 1 (C): 0.2112, atom 2 (C): -0.3056, atom 3 (C): 0.1611, atom 4 (C): -0.7841, atom 5 (C): -0.7733, atom 6 (N): -0.2431, atom 7 (I): 0.4068, atom 8 (H): 0.2630, atom 9 (H): 0.2276, atom 10 (H): 0.2105, atom 11 (H): 0.2664, atom 12 (H): 0.2835, atom 13 (H): 0.2696, atom 14 (H): 0.2499, atom 15 (H): 0.2832, atom 16 (H): 0.2733


[3]
Molecular formula: C5H9IO
Method: DFT, ωB97M-V/def2-TZVPD

Computed properties:
HOMO level ... -0.344 hartree
E_tot ... -568.785643 hartree
M ... 212.030 g/mol
LUMO level ... 0.49 eV
Structure (SMILES) ... C=C[C@](C)(I)CO
HOMO-LUMO gap ... 0.362 Eh

```
! wB97M-V def2-TZVPD RIJCOSX def2/J DEFGRID3
* xyz 0 1
C 0.3718 -1.9480 -0.4417
C 1.2126 -1.1547 0.1817
C 0.6977 0.5531 0.2844
C 0.4495 1.1913 -1.0467
I 2.4486 1.4794 1.2377
C -0.4300 0.6331 1.2989
O -1.6460 0.2831 0.6864
H 0.5351 -3.0075 -0.5612
H -0.5495 -1.5706 -0.8582
H 2.1418 -1.4144 0.6433
H 0.4581 2.2784 -0.9432
H -0.5270 0.8919 -1.4197
H 1.2184 0.9082 -1.7636
H -0.4896 1.6530 1.7088
H -0.2013 -0.0499 2.1342
H -2.3513 0.3842 1.3334
*
```

Charge distribution, natural (NBO) scheme, values in e: atom 1 (C): -0.4067, atom 2 (C): -0.1812, atom 3 (C): -0.0585, atom 4 (C): -0.6886, atom 5 (I): 0.0532, atom 6 (C): -0.1362, atom 7 (O): -0.7288, atom 8 (H): 0.2038, atom 9 (H): 0.2090, atom 10 (H): 0.2112, atom 11 (H): 0.2240, atom 12 (H): 0.2377, atom 13 (H): 0.2301, atom 14 (H): 0.1713, atom 15 (H): 0.1809, atom 16 (H): 0.4787


[4]
Molecular formula: C5H9IOS
Method: DFT, ωB97M-V/def2-TZVPD

Computed properties:
HOMO level ... -0.340 hartree
E_tot ... -966.976504 hartree
M ... 244.097 g/mol
LUMO level ... 0.32 eV
Structure (SMILES) ... CC(C)(I)[C@@H](S)C=O
HOMO-LUMO gap ... 0.352 Eh

```
! wB97M-V def2-TZVPD RIJCOSX def2/J DEFGRID3
* xyz 0 1
C 0.9463 -0.9866 0.6527
C 0.4500 0.3655 0.4597
C -1.0102 0.5451 1.0751
I 1.7838 1.7310 1.3952
C 0.4086 0.8296 -1.0351
S 1.9667 0.3144 -1.7494
C -0.7126 0.1211 -1.7547
O -1.4880 0.5797 -2.5851
H 1.6312 -1.4058 -0.0643
H 0.1965 -1.6483 0.5472
H 1.3899 -1.0732 1.6338
H -1.1922 1.5237 1.0102
H -1.0263 0.3072 2.2139
H -1.7757 0.1825 0.5395
H 0.2455 1.8840 -1.0484
H 2.0015 1.0087 -2.8534
H -0.7423 -0.9945 -1.5246
*
```

Charge distribution, natural (NBO) scheme, values in e: atom 1 (C): -0.6993, atom 2 (C): -0.0573, atom 3 (C): -0.6251, atom 4 (I): 0.1188, atom 5 (C): -0.5051, atom 6 (S): 0.0189, atom 7 (C): 0.4249, atom 8 (O): -0.5121, atom 9 (H): 0.2361, atom 10 (H): 0.2179, atom 11 (H): 0.2349, atom 12 (H): 0.2109, atom 13 (H): 0.2270, atom 14 (H): 0.2143, atom 15 (H): 0.2496, atom 16 (H): 0.1354, atom 17 (H): 0.1102


[5]
Molecular formula: C5H9IS
Method: DFT, ωB97M-V/def2-TZVPD

Computed properties:
HOMO level (alpha / beta) ... -0.303 / -0.294 hartree
E_tot ... -891.676987 hartree
M ... 228.098 g/mol
LUMO level (alpha / beta) ... -0.51 / -1.09 eV
HOMO-LUMO gap (alpha / beta) ... 0.285 / 0.254 Eh

```
! wB97M-V def2-TZVPD RIJCOSX def2/J DEFGRID3
* xyz 0 1
C 0.3792 -0.4195 -1.5383
C 0.1950 0.6929 -0.5036
C 1.2583 -1.4720 -0.7490
C -0.8026 0.4253 0.5698
C -0.7997 1.0132 1.9326
S 0.2612 -2.1918 0.5584
I -2.7329 0.1189 -0.1617
H -0.5543 -0.8778 -1.9154
H 0.8142 -0.0161 -2.3423
H 1.1362 0.9077 0.0072
H -0.3091 1.4779 -1.1119
H 1.5831 -2.2843 -1.2441
H 2.0364 -0.8564 -0.3087
H -1.2296 0.2583 2.5856
H -1.3612 2.0284 1.7916
H 0.1259 1.1953 2.4297
*
```

Charge distribution, natural (NBO) scheme, values in e: atom 1 (C): -0.3797, atom 2 (C): -0.5493, atom 3 (C): -0.5366, atom 4 (C): 0.0430, atom 5 (C): -0.7417, atom 6 (S): -0.0614, atom 7 (I): 0.1862, atom 8 (H): 0.2227, atom 9 (H): 0.2021, atom 10 (H): 0.2293, atom 11 (H): 0.2455, atom 12 (H): 0.2246, atom 13 (H): 0.1905, atom 14 (H): 0.2551, atom 15 (H): 0.2342, atom 16 (H): 0.2355


[6]
Molecular formula: C5H9IS
Method: DFT, ωB97M-V/def2-TZVPD

Computed properties:
HOMO level ... -0.312 hartree
E_tot ... -891.737789 hartree
M ... 228.098 g/mol
LUMO level ... 0.18 eV
Structure (SMILES) ... C[C@@]1(I)CCCS1
HOMO-LUMO gap ... 0.318 Eh

```
! wB97M-V def2-TZVPD RIJCOSX def2/J DEFGRID3
* xyz 0 1
C 0.6532 0.8769 -1.8489
C 0.7320 0.1088 -0.5407
I 2.8139 -0.0691 0.1580
C -0.1520 0.7635 0.4079
C -0.3752 -0.2308 1.4919
C -0.9868 -1.4564 0.7469
S -0.0746 -1.8925 -0.7274
H 1.4676 0.7312 -2.5121
H 0.6556 1.9903 -1.5086
H -0.2374 0.6417 -2.2934
H -1.1552 0.9041 -0.0866
H 0.3488 1.7886 0.6200
H 0.6455 -0.4989 1.9109
H -1.0678 0.0321 2.2696
H -1.2207 -2.2691 1.4798
H -2.0469 -1.4205 0.4328
*
```

Charge distribution, natural (NBO) scheme, values in e: atom 1 (C): -0.6812, atom 2 (C): -0.0415, atom 3 (I): 0.1056, atom 4 (C): -0.5558, atom 5 (C): -0.4109, atom 6 (C): -0.5759, atom 7 (S): 0.1409, atom 8 (H): 0.2258, atom 9 (H): 0.2054, atom 10 (H): 0.2244, atom 11 (H): 0.2282, atom 12 (H): 0.2460, atom 13 (H): 0.2200, atom 14 (H): 0.2230, atom 15 (H): 0.2337, atom 16 (H): 0.2123


[7]
Molecular formula: C5H9IS
Method: DFT, ωB97M-V/def2-TZVPD

Computed properties:
HOMO level ... -0.303 hartree
E_tot ... -891.703311 hartree
M ... 228.098 g/mol
LUMO level ... 0.52 eV
HOMO-LUMO gap ... 0.322 Eh

```
! wB97M-V def2-TZVPD RIJCOSX def2/J DEFGRID3
* xyz 0 1
C -0.3866 1.0918 -0.1280
C -0.1095 0.2627 1.1220
C -0.3185 0.2335 -1.3352
C 1.1245 -0.6799 0.8093
C 0.7583 -1.3668 -0.5107
S -0.4487 -2.6286 -0.3366
I 2.3922 -1.8038 -1.7289
H -1.2889 1.5472 0.1133
H 0.3328 1.9143 -0.3110
H 0.0079 0.9719 1.8551
H -1.0507 -0.2811 1.6015
H -1.3306 -0.0211 -1.6922
H 0.2704 0.5193 -2.2424
H 2.0186 -0.0850 0.5643
H 1.3870 -1.3683 1.5694
H -0.6025 -3.0143 -1.5965
*
```

Charge distribution, natural (NBO) scheme, values in e: atom 1 (C): -0.4682, atom 2 (C): -0.3800, atom 3 (C): -0.3188, atom 4 (C): -0.4942, atom 5 (C): -0.3626, atom 6 (S): 0.0236, atom 7 (I): 0.1626, atom 8 (H): 0.2208, atom 9 (H): 0.2051, atom 10 (H): 0.2133, atom 11 (H): 0.2115, atom 12 (H): 0.2005, atom 13 (H): 0.2054, atom 14 (H): 0.2231, atom 15 (H): 0.2285, atom 16 (H): 0.1293


[8]
Molecular formula: C5H9InNaO4
Method: DFT, ωB97M-V/def2-TZVPD

Computed properties:
HOMO level (alpha / beta) ... -0.475 / -0.474 hartree
E_tot ... -848.911244 hartree
M ... 270.931 g/mol
LUMO level (alpha / beta) ... -6.08 / -6.07 eV
HOMO-LUMO gap (alpha / beta) ... 0.251 / 0.251 Eh

```
! wB97M-V def2-TZVPD RIJCOSX def2/J DEFGRID3
* xyz 1 1
O 0.3575 2.6318 -0.0264
C 1.2861 1.9085 0.4144
C 1.2286 0.5314 0.7269
O -0.0896 0.0322 0.7523
C -0.3289 -1.2825 0.3061
C -1.8055 -1.5647 0.4393
O -2.5234 -0.6150 -0.3317
C -3.9187 -0.8484 -0.3655
Na -1.6017 1.5145 -0.1658
H 2.2857 2.3696 0.5757
H 0.2393 -2.0187 0.9003
H -0.0278 -1.3949 -0.7518
H -2.1153 -1.4953 1.4961
H -2.0136 -2.5855 0.0785
H -4.3731 -0.0470 -0.9601
H -4.1393 -1.8190 -0.8359
H -4.3420 -0.8335 0.6516
In 2.6342 -0.4412 -0.5759
O 3.6261 -0.9217 0.8282
H 2.0541 0.1201 1.6750
*
```

Charge distribution, Mulliken scheme, values in e: atom 1 (O): -0.6809, atom 2 (C): 0.0026, atom 3 (C): -0.4094, atom 4 (O): -0.3682, atom 5 (C): -0.3590, atom 6 (C): -0.7455, atom 7 (O): -0.3739, atom 8 (C): -0.7827, atom 9 (Na): 1.0238, atom 10 (H): 0.4594, atom 11 (H): 0.4422, atom 12 (H): 0.2702, atom 13 (H): 0.3795, atom 14 (H): 0.4355, atom 15 (H): 0.2640, atom 16 (H): 0.3048, atom 17 (H): 0.3490, atom 18 (In): 0.9490, atom 19 (O): -0.6365, atom 20 (H): 0.4762


Taking the records one at a time from the top gives ΔE to the lowest compared entry with this formula, charge and spin values of 458.1; 411.0; 103.4; 37.9; 231.1; 71.5; 162.0; 0.0 kJ/mol.